Record 1
Molecular formula: C26H34F18KO14Pb2
Method: DFT, wB97M-V/def2-TZVPD

Computed properties:
molar mass	1366.006	u
LUMO	-0.4818	hartree
relative energy (zero: lowest compared OMol25 entry of this formula, charge and spin)	0.000	eV
frontier orbital gap	2.9905	eV

```
! wB97M-V def2-TZVPD RIJCOSX def2/J DEFGRID3
* xyz 3 1
Pb -4.250 0.999 -1.008
Pb -3.156 -2.177 -2.567
K -4.747 3.495 2.249
O -2.706 1.856 0.925
C -1.368 1.605 0.461
C -1.139 0.263 -0.430
O -1.954 -0.051 -1.527
H -0.654 1.499 1.278
H -1.172 2.529 -0.082
H -1.154 -0.637 0.184
H -0.139 0.304 -0.862
C 1.345 -4.607 4.585
C 1.464 -3.213 5.319
O 1.362 -2.209 4.393
C 1.467 -0.875 4.666
O 1.452 -0.373 5.815
C 1.710 0.009 3.405
F 0.958 1.104 3.362
F 2.981 0.513 3.531
F 1.747 -0.665 2.245
H 0.388 -4.686 4.069
H 1.229 -5.397 5.326
H 2.259 -4.734 4.004
H 2.390 -3.164 5.893
H 0.703 -3.171 6.098
C -0.980 3.394 -4.267
C -1.223 1.810 -4.350
O -1.051 1.395 -5.677
C -1.996 1.632 -6.620
O -3.203 2.072 -6.463
C -1.573 1.023 -7.956
F -0.229 0.816 -7.960
F -2.165 -0.086 -8.204
F -1.854 1.845 -8.945
H 0.083 3.587 -4.412
H -1.243 3.682 -3.249
H -1.490 4.122 -4.898
H -2.187 1.502 -3.946
H -0.470 1.270 -3.776
C -2.190 -2.060 2.310
C -3.143 -1.265 3.265
O -2.592 -1.548 4.541
C -3.393 -1.506 5.689
O -4.623 -1.374 5.642
C -2.630 -1.683 7.059
F -1.288 -1.774 6.835
F -2.851 -0.650 7.890
F -2.938 -2.812 7.659
H -2.630 -1.994 1.315
H -2.154 -3.137 2.470
H -1.133 -1.811 2.401
H -4.147 -1.655 3.100
H -3.009 -0.196 3.098
C 3.559 3.848 1.894
C 2.196 3.327 1.356
O 1.201 3.639 2.288
C 0.376 4.642 2.060
O 0.640 5.690 1.354
C -0.979 4.620 2.806
F -1.944 5.007 1.963
F -1.247 3.375 3.241
F -0.926 5.472 3.883
H 4.136 4.001 0.982
H 4.082 3.133 2.529
H 3.306 4.844 2.256
H 2.134 2.250 1.200
H 1.907 3.728 0.384
C -2.046 -6.538 -0.906
C -1.929 -5.268 0.013
O -0.571 -4.701 0.005
C -0.168 -3.803 -0.881
O -0.811 -3.461 -1.794
C 1.277 -3.346 -0.585
F 1.328 -2.010 -0.601
F 1.711 -3.840 0.610
F 2.165 -3.767 -1.491
H -2.634 -7.331 -0.442
H -1.044 -6.754 -1.277
H -2.572 -6.312 -1.834
H -2.061 -5.669 1.019
H -2.632 -4.453 -0.155
C 2.802 0.760 -2.816
C 2.437 1.866 -3.812
O 3.652 2.279 -4.405
C 3.859 2.479 -5.695
O 3.030 2.371 -6.550
C 5.333 2.802 -6.093
F 5.491 2.458 -7.394
F 5.621 4.135 -5.816
F 6.282 2.168 -5.412
H 3.579 1.135 -2.149
H 3.199 -0.034 -3.449
H 1.948 0.355 -2.273
H 1.834 2.637 -3.333
H 1.765 1.452 -4.563
*
```

Atomic partial charges in e from the Mulliken method, atoms 1 to 8:
1. Pb 1.160
2. Pb 1.493
3. K 0.975
4. O -0.683
5. C 0.129
6. C 0.962
7. O -0.517
8. H -0.191

***

Record 2
Molecular formula: C26H34FPReSSe2
Method: DFT, wB97M-V/def2-TZVPD

Computed properties:
molar mass	772.724	u
expectation value of S²	0.78
LUMO (alpha / beta)	-0.3060 / -0.2896	hartree
relative energy (zero: lowest compared OMol25 entry of this formula, charge and spin)	1.648	eV
frontier orbital gap (alpha / beta)	5.7814 / 6.2707	eV

```
! wB97M-V def2-TZVPD RIJCOSX def2/J DEFGRID3
* xyz 2 2
Re -0.010 0.465 0.919
C -2.940 -1.577 1.316
C -2.532 -0.132 1.143
C -2.412 0.708 2.277
C -2.406 0.094 3.652
C -2.497 2.115 2.123
C -2.549 3.009 3.325
C -2.543 2.685 0.845
C -2.490 4.176 0.688
C -2.596 1.860 -0.293
C -2.775 2.469 -1.654
C -2.563 0.454 -0.154
C -2.734 -0.426 -1.363
H -2.120 -2.289 1.205
H -3.691 -1.837 0.574
H -3.379 -1.741 2.295
H -3.432 -0.001 4.020
H -1.860 0.705 4.365
H -1.958 -0.897 3.647
H -1.556 3.406 3.561
H -2.924 2.495 4.205
H -3.197 3.862 3.135
H -3.495 4.608 0.661
H -1.980 4.451 -0.232
H -1.950 4.636 1.511
H -1.811 2.628 -2.147
H -3.269 3.434 -1.586
H -3.380 1.833 -2.295
H -3.797 -0.502 -1.613
H -2.365 -1.434 -1.191
H -2.222 -0.022 -2.233
Se 2.122 0.870 -0.344
P 1.816 -1.169 -1.172
Se 0.195 -1.867 0.188
C 3.287 -2.192 -1.129
C 4.386 -1.748 -1.866
C 5.527 -2.528 -1.898
C 5.563 -3.735 -1.208
C 4.467 -4.167 -0.474
C 3.317 -3.394 -0.430
C 1.216 -1.106 -2.870
C 1.384 -2.235 -3.671
C 0.884 -2.223 -4.963
C 0.235 -1.095 -5.449
C 0.071 0.026 -4.646
C 0.557 0.024 -3.350
H 4.342 -0.806 -2.402
H 6.386 -2.198 -2.465
H 6.455 -4.345 -1.245
H 4.502 -5.106 0.060
H 2.453 -3.722 0.135
H 1.905 -3.105 -3.290
H 1.008 -3.093 -5.593
H -0.135 -1.088 -6.465
H -0.426 0.905 -5.036
H 0.448 0.902 -2.724
C 2.204 -0.625 3.342
S 0.792 0.496 3.251
C 1.633 2.079 3.427
H 2.621 -0.555 4.346
H 2.953 -0.356 2.600
H 1.840 -1.636 3.174
H 2.446 2.152 2.709
H 2.004 2.143 4.449
H 0.909 2.867 3.241
F 0.069 2.390 1.064
*
```

Atomic partial charges in e from the Mulliken method, atoms 1 to 8:
1. Re 1.160
2. C -1.661
3. C 0.503
4. C 0.843
5. C -2.393
6. C 1.212
7. C -2.172
8. C 1.146

***

Record 3
Molecular formula: C26H34N2O3
Method: DFT, wB97M-V/def2-TZVPD

Computed properties:
molar mass	422.569	u
LUMO	0.0222	hartree
relative energy (zero: lowest compared OMol25 entry of this formula, charge and spin)	1.057	eV
structure (SMILES)	O=C(c1ccc(OC2CCN(CCc3ccccc3)CC2)cc1)N1CCC[C@@H](CO)C1
frontier orbital gap	8.7706	eV

```
! wB97M-V def2-TZVPD RIJCOSX def2/J DEFGRID3
* xyz 0 1
O -4.843 -2.010 0.425
C -4.179 -1.014 0.691
C -2.697 -1.092 0.813
C -2.039 -0.706 1.980
C -0.674 -0.849 2.088
C 0.077 -1.376 1.032
O 1.408 -1.470 1.262
C 2.292 -1.894 0.233
C 2.531 -0.781 -0.790
C 3.624 -1.206 -1.781
N 4.854 -1.646 -1.173
C 5.959 -0.737 -1.035
C 6.044 0.197 0.197
C 4.995 1.268 0.267
C 4.792 2.141 -0.797
C 3.816 3.119 -0.735
C 3.031 3.250 0.398
C 3.240 2.406 1.474
C 4.215 1.426 1.408
C 4.650 -2.645 -0.155
C 3.614 -2.252 0.908
C -0.583 -1.776 -0.127
C -1.956 -1.646 -0.221
N -4.754 0.186 0.934
C -4.081 1.461 0.845
C -4.404 2.134 -0.494
C -5.915 2.231 -0.713
C -6.607 0.877 -0.523
C -6.281 -0.105 -1.668
O -6.816 -1.382 -1.470
C -6.194 0.306 0.839
H -2.606 -0.310 2.810
H -0.155 -0.564 2.989
H 1.892 -2.790 -0.264
H 2.831 0.118 -0.253
H 1.613 -0.556 -1.336
H 3.838 -0.382 -2.463
H 3.238 -2.047 -2.375
H 6.868 -1.352 -1.023
H 5.990 -0.132 -1.944
H 6.020 -0.404 1.107
H 7.026 0.678 0.148
H 5.407 2.058 -1.682
H 3.670 3.784 -1.574
H 2.267 4.012 0.444
H 2.640 2.506 2.367
H 4.372 0.778 2.259
H 5.608 -2.866 0.319
H 4.299 -3.560 -0.653
H 3.950 -1.385 1.474
H 3.461 -3.078 1.603
H -0.044 -2.203 -0.958
H -2.464 -1.976 -1.116
H -4.433 2.092 1.670
H -3.004 1.324 0.942
H -3.945 1.558 -1.299
H -3.964 3.133 -0.507
H -6.332 2.939 0.007
H -6.117 2.615 -1.715
H -7.692 1.019 -0.512
H -6.725 0.277 -2.593
H -5.193 -0.165 -1.814
H -6.268 -1.837 -0.803
H -6.533 0.976 1.635
H -6.636 -0.679 0.996
*
```

Atomic partial charges in e from the Mulliken method, atoms 1 to 8:
1. O -0.746
2. C 0.584
3. C 0.250
4. C -0.168
5. C -0.732
6. C 0.628
7. O -0.438
8. C -0.201

***

Question: relative energy (zero: lowest compared OMol25 entry of this formula, charge and spin) of number 2 (C26H34FPReSSe2)?
Answer: 1.648 eV

***

Question: Which value of molar mass does entry 2 give?
Answer: 772.724 u